{"formula": "C52H114N6O8", "method": "wB97M-V/def2-TZVPD", "elements": ["H", "H", "H", "C", "H", "H", "H", "H", "H", "H", "C", "H", "H", "H", "H", "H", "H", "H", "C", "C", "C", "O", "C", "H", "C", "C", "C", "H", "H", "H", "H", "H", "H", "H", "N", "C", "C", "H", "H", "O", "C", "H", "H", "H", "C", "H", "H", "C", "H", "H", "H", "C", "H", "C", "H", "H", "C", "C", "O", "H", "H", "H", "H", "H", "H", "C", "C", "C", "H", "C", "H", "H", "H", "H", "H", "C", "C", "O", "H", "H", "C", "N", "C", "H", "H", "N", "H", "C", "H", "O", "H", "C", "H", "H", "H", "H", "C", "C", "C", "H", "H", "H", "H", "H", "H", "H", "H", "C", "C", "H", "H", "C", "C", "C", "H", "H", "H", "C", "C", "C", "H", "N", "H", "H", "H", "H", "H", "H", "H", "H", "H", "O", "H", "H", "C", "C", "H", "H", "H", "C", "H", "C", "O", "C", "H", "H", "H", "H", "H", "H", "H", "H", "H", "H", "H", "H", "H", "H", "C", "H", "H", "C", "C", "H", "C", "C", "H", "N", "C", "H", "N", "H", "C", "H", "C", "H", "H", "H", "H", "O"], "positions_angstrom": [[-5.128, -1.827, -0.464], [-0.043, 0.508, 2.929], [-0.800, -0.975, 5.038], [1.354, 2.568, -7.328], [-1.065, -4.969, 1.785], [2.726, -3.660, -0.136], [-4.379, 0.795, -4.117], [-0.076, 2.218, -3.306], [-0.078, -1.740, 0.825], [7.276, -0.380, 2.252], [-2.053, 1.699, -0.344], [-2.772, -0.638, 2.069], [-0.411, -3.992, 3.127], [0.911, 6.190, 3.841], [-4.712, 2.219, -2.246], [6.363, -3.260, 1.650], [-0.090, -2.643, -1.151], [1.103, 6.976, 2.186], [1.271, 4.801, 2.263], [-2.315, -5.753, -1.268], [4.847, -1.589, 3.504], [-1.972, 1.845, 4.770], [-2.440, -3.965, -5.358], [-0.587, 2.316, 1.029], [-2.461, 4.588, 2.919], [-0.752, 2.189, 5.192], [-2.337, 0.447, 5.183], [-1.345, -4.038, -0.861], [-3.576, -3.502, -3.644], [1.100, 5.580, -1.937], [0.964, 3.909, -1.231], [6.567, -1.007, 0.664], [-1.634, -6.460, -1.735], [-3.681, 0.106, -2.030], [0.877, 2.057, -6.038], [-1.247, 1.484, 0.953], [-2.673, 5.369, 4.215], [1.262, -1.453, 2.684], [-1.549, -1.176, -0.115], [-4.025, 2.940, 1.921], [3.551, 4.196, 1.537], [-3.179, 3.834, 5.678], [1.035, -3.223, -2.397], [-1.372, 1.529, -1.214], [-4.417, -0.282, -3.969], [2.598, 0.066, -6.253], [2.454, 0.602, -1.947], [-6.932, -0.982, 0.231], [0.270, 1.274, 6.812], [-4.893, -0.153, 0.027], [4.674, -0.980, -3.302], [2.063, 1.882, -5.174], [-1.727, -4.642, -5.877], [6.496, -1.075, 1.789], [-3.195, -5.231, -3.688], [-3.102, 6.350, 4.014], [-2.707, -4.234, -3.878], [-0.833, -5.012, 2.849], [-4.324, 3.623, 3.999], [-5.331, -0.739, -4.453], [-7.308, 0.764, -1.501], [-2.878, 1.040, -0.355], [-2.735, 0.033, 4.280], [2.776, -3.069, 1.479], [1.557, -0.211, -4.802], [-0.948, -0.986, 0.754], [5.013, 1.185, -2.730], [2.432, 0.354, -5.207], [0.549, 4.003, -5.082], [-0.010, 3.060, -5.389], [2.511, -0.296, 2.512], [1.860, -6.337, 4.927], [3.837, -1.419, -0.990], [-2.065, -2.916, -5.622], [-1.903, 1.536, 1.815], [0.255, -2.535, -2.187], [0.527, 0.481, 1.960], [4.137, -1.490, 4.457], [-0.640, 2.857, -8.149], [0.718, -4.544, 0.842], [5.024, -0.730, 2.260], [-0.385, 0.344, 0.837], [2.091, 5.207, -0.062], [-6.791, -1.233, 1.306], [0.201, 4.651, 2.008], [-5.715, -0.526, -1.884], [4.857, 0.346, 2.528], [-3.721, 4.427, 4.945], [-5.352, 2.123, -0.628], [5.799, -2.633, 3.442], [-0.063, 5.096, -0.530], [5.078, -0.319, -2.489], [3.410, 2.073, 1.841], [-0.552, -2.599, -4.161], [1.715, -1.061, 1.089], [-3.544, -0.783, -4.381], [-0.714, 2.439, -4.175], [-2.035, -4.270, -1.638], [-3.642, 3.660, 2.822], [-1.190, -0.658, 6.688], [0.949, 1.496, 1.834], [-2.535, 2.757, -0.399], [1.869, 2.220, -4.143], [-2.878, -3.581, -1.343], [1.773, -5.946, 0.696], [4.919, -0.161, -0.364], [3.663, -6.824, 4.906], [-0.033, 1.018, 5.773], [1.559, -0.618, 2.082], [3.323, 0.041, -4.597], [-2.111, -5.809, -0.195], [2.827, -4.029, 0.921], [6.675, -2.476, 2.348], [-0.924, -2.669, -3.163], [2.797, -7.025, 2.596], [-1.321, 3.269, -3.756], [1.953, 6.240, 0.200], [0.943, 4.953, -1.010], [3.744, 2.983, 2.404], [-6.394, 0.747, -2.094], [3.975, 5.192, 1.976], [-1.623, -3.951, -3.004], [-4.034, -1.684, -2.469], [-1.708, 5.484, 4.724], [2.512, 6.282, 3.076], [-1.581, 3.867, 2.943], [-3.162, 0.516, 5.929], [-4.416, 5.053, 5.403], [-7.514, -1.833, -0.236], [-1.641, -1.845, -3.007], [0.327, -6.237, 4.116], [4.070, 1.783, -1.911], [-0.807, 3.304, -6.155], [4.805, 2.848, 2.603], [4.228, -0.438, -1.150], [-5.609, -0.873, -0.468], [7.634, -2.769, 2.712], [0.723, -1.519, -2.361], [3.215, -5.092, 5.063], [3.273, 0.814, -1.247], [3.921, -4.346, 1.061], [-4.422, -0.664, -2.530], [-0.316, 3.297, 5.095], [-1.853, -1.318, 1.979], [-1.696, -5.323, 3.391], [2.940, 1.112, -0.256], [3.050, 5.141, -0.643], [-7.634, -0.106, 0.256], [-6.644, 0.766, -3.119], [1.602, 3.613, -7.293], [-1.330, -1.315, 2.908], [-1.278, 1.468, -4.377], [-3.382, -4.170, -5.904], [-2.273, 5.208, 2.074], [6.150, -0.502, -2.389], [2.309, 2.087, -7.591], [-6.349, 2.882, -1.840], [-3.319, -6.014, -1.476], [-1.046, -0.174, 5.720], [3.113, 3.059, 3.315], [1.457, 3.963, 2.972], [2.809, -6.007, 3.073], [-5.658, 2.016, -1.669], [0.859, 0.700, 5.253], [1.667, -4.930, 1.237], [0.319, -5.896, 3.049], [-2.212, -2.338, 1.873], [1.610, -5.267, 2.695], [0.277, 2.389, -8.412], [3.639, -5.489, 2.640], [2.176, 4.394, 1.153], [0.136, 1.316, -8.567], [1.456, 6.162, 2.851], [0.666, 2.863, -9.277], [2.887, -6.076, 4.593], [0.210, -6.848, 2.455], [4.154, 4.083, 0.649], [4.204, -1.101, 1.552], [2.942, 2.413, -5.526], [5.690, 1.813, -3.514]], "mulliken_charge": [0.30, -1.03, -0.27, -0.59, -0.30, 0.19, 0.34, -0.15, -1.12, 0.28, 0.13, 0.06, 0.03, 0.36, 0.03, 0.22, -0.72, 0.36, 0.33, -1.75, 0.23, -0.29, -1.42, -0.43, 0.90, 0.58, -0.31, -1.08, -0.14, 0.42, 0.05, 0.17, 0.34, -0.46, 0.27, 0.87, -0.85, 0.14, 0.65, -0.53, -1.03, 0.03, 0.58, 0.03, -1.74, 0.45, -0.29, -1.54, 0.53, -0.36, 0.19, -0.62, 0.38, -0.12, 0.38, 0.34, 0.23, -0.61, -0.38, 0.40, 0.40, -1.25, 0.06, 0.14, -0.08, 0.24, 0.44, -0.57, 0.24, -0.53, 0.78, 0.26, 0.49, 0.25, -0.10, -0.09, 1.77, -0.56, 0.34, -0.36, 0.98, 1.11, -0.62, 0.40, -0.58, 0.08, 0.08, -0.30, 0.18, -0.41, 0.14, -0.62, -0.37, 0.59, -0.05, 0.39, -0.50, 1.90, 0.14, 0.45, -0.27, 0.44, 0.11, -0.39, 0.31, -0.39, 0.39, -0.47, -1.71, 0.00, 0.38, -1.09, -0.51, -0.17, 0.33, 0.46, 0.16, -0.85, -0.48, -0.79, 0.28, 0.09, -0.70, 0.26, 0.35, -0.89, 0.40, 0.52, 0.33, -0.17, 0.35, -0.32, 0.31, 0.67, 0.29, 0.41, 0.35, -0.15, 0.19, 0.80, 0.44, 1.79, -0.56, -0.48, 0.57, -0.42, 0.56, 0.32, 0.43, 0.36, -0.41, 0.12, 0.42, 0.88, 0.36, 0.47, 0.46, 0.48, -0.11, 0.20, 0.05, -0.37, -0.67, 0.03, 0.12, -0.45, 0.64, 0.33, -1.30, 0.16, 1.04, 0.29, -1.67, 0.43, -0.99, 0.27, 0.56, -0.44, 0.40, -0.65], "max_force_ev_per_a": 3.2, "total_charge": 0, "smiles": "CCN(CC)CC.CCN(CC)CC.CCN(CC)CC.CCN(CC)CC.CCN(CC)CC.CCN(CC)CC.O=C1CCCO1.O=C1CCCO1.O=C1CCCO1.O=C1CCCO1", "e_homo_ev": -8.0}

{"formula": "C52H118Cl10O21", "method": "wB97M-V/def2-TZVPD", "elements": ["C", "H", "C", "H", "C", "H", "Cl", "C", "H", "H", "C", "C", "H", "H", "H", "H", "H", "O", "H", "C", "Cl", "O", "C", "H", "H", "H", "H", "O", "H", "H", "C", "Cl", "H", "C", "H", "H", "H", "C", "O", "C", "C", "H", "H", "H", "C", "H", "H", "O", "C", "H", "H", "H", "Cl", "C", "H", "O", "H", "C", "H", "C", "Cl", "H", "H", "C", "H", "H", "H", "O", "C", "H", "H", "H", "H", "H", "C", "H", "H", "H", "C", "H", "O", "C", "C", "H", "O", "C", "H", "H", "H", "O", "H", "H", "H", "H", "O", "Cl", "H", "H", "O", "O", "H", "H", "O", "C", "H", "H", "C", "O", "C", "H", "H", "C", "H", "H", "H", "H", "H", "H", "C", "H", "H", "C", "H", "H", "C", "H", "C", "C", "H", "H", "C", "H", "H", "Cl", "H", "O", "H", "H", "C", "H", "H", "H", "H", "H", "C", "Cl", "C", "C", "C", "H", "O", "H", "H", "O", "H", "H", "C", "H", "H", "C", "H", "H", "H", "H", "H", "H", "C", "H", "H", "C", "H", "C", "H", "O", "H", "H", "H", "C", "H", "H", "H", "C", "C", "H", "C", "Cl", "H", "C", "H", "O", "H", "Cl", "H", "C", "H", "H", "O", "H", "H", "H", "C"], "positions_angstrom": [[1.811, 3.086, -3.444], [1.498, 1.072, 8.543], [-9.163, 1.340, 3.329], [-3.912, 5.670, 1.361], [-0.352, 1.910, 7.148], [-7.246, -0.423, 3.534], [-4.116, 3.359, -3.193], [2.382, -5.747, -3.028], [1.824, 3.958, 6.172], [-4.096, 5.403, 4.634], [3.364, -1.732, 0.888], [-0.578, 0.589, 0.782], [-0.248, 4.789, 0.326], [-3.357, 3.949, 1.136], [-1.348, -3.394, -7.779], [4.392, -2.140, 2.712], [-0.190, 4.283, -5.850], [2.504, -1.361, 6.566], [3.328, 4.832, 6.121], [-6.585, 4.179, 3.334], [-1.285, -6.874, -3.516], [-6.164, 5.285, 4.140], [-5.064, 5.053, 4.993], [3.765, -4.404, -0.291], [2.475, -2.093, -4.752], [3.211, -4.914, -6.996], [-2.228, 5.697, -1.858], [-1.907, 3.275, 5.848], [5.264, 4.026, 0.841], [-2.055, -0.421, 2.588], [2.469, -5.348, -4.499], [1.324, -2.078, -6.702], [1.921, -2.578, 5.068], [2.780, 3.250, 3.930], [-1.280, 4.487, 4.217], [-9.445, 0.474, 3.928], [-2.082, -4.018, -3.649], [2.172, -0.904, 7.838], [-1.585, -2.413, -2.416], [2.594, 3.039, 2.448], [-9.168, 2.592, 4.144], [6.040, -5.575, -6.074], [-4.899, -7.879, -3.416], [0.733, -4.562, 0.854], [-3.333, 4.971, 0.757], [1.310, 2.122, -3.358], [3.802, -6.427, -7.075], [-0.231, 0.069, -1.668], [1.506, -1.823, 5.735], [4.680, 2.353, 0.963], [1.299, -0.718, -2.642], [1.394, -5.795, -2.570], [-5.158, 0.117, -3.325], [-3.950, 0.760, -2.116], [-0.649, 6.375, -1.654], [0.106, 0.519, 7.196], [1.611, 3.477, 2.275], [3.724, -1.354, 2.360], [1.720, -5.870, -5.095], [-1.776, 1.955, 6.390], [-3.778, -7.274, -1.469], [-3.484, -0.099, 1.759], [-0.835, -1.191, -3.786], [-0.586, 7.218, 6.315], [4.829, 0.842, 4.200], [-2.444, 1.904, 7.250], [-0.671, 2.883, 4.287], [1.501, 3.995, -4.487], [-1.633, -4.431, -7.600], [7.624, -1.816, -4.297], [-2.323, 2.347, -2.144], [1.707, 3.552, -2.465], [-2.248, 3.071, 3.794], [-3.485, -4.576, -6.739], [3.195, -5.123, -0.880], [-0.162, 7.901, 7.051], [0.258, 1.738, -0.781], [2.822, -1.248, 2.963], [1.519, 0.515, 7.606], [-1.493, 5.546, -4.223], [-8.028, 1.085, 2.491], [5.251, -2.063, -2.037], [4.384, 3.386, 0.782], [3.547, 0.154, -6.554], [0.180, 6.003, 6.095], [0.100, 4.132, -4.810], [2.692, -2.590, 0.904], [1.348, 0.498, -0.230], [3.878, 3.611, -0.158], [-0.703, 4.609, -2.621], [-0.499, 7.823, 5.413], [6.256, 0.532, 3.226], [-6.077, 0.522, 2.588], [1.923, 6.823, 5.398], [3.571, 3.877, 1.841], [-1.071, -4.589, -5.971], [-3.330, -0.064, -1.764], [6.452, -3.273, -3.987], [2.218, 4.506, 4.314], [4.502, -0.136, 2.355], [-3.577, -3.875, -8.461], [2.290, -5.406, -0.341], [3.725, -5.637, -5.049], [6.645, -2.200, -4.013], [5.509, -3.079, -1.739], [2.228, -4.292, -4.385], [2.736, -1.673, -5.724], [3.029, -4.782, -2.327], [-3.845, -7.853, -3.141], [-4.465, 1.097, -1.216], [-5.683, 3.965, 2.760], [-1.042, -3.887, 1.879], [-3.355, -6.019, -4.257], [-2.756, -2.456, -4.182], [-0.442, 2.484, 8.070], [-2.736, 1.210, 2.661], [0.210, 5.973, -3.649], [-5.066, 4.032, 5.373], [-2.960, -7.021, -4.091], [6.041, -1.003, -0.450], [4.613, -0.262, -0.946], [-1.552, 3.479, 4.528], [-1.938, -4.249, 2.382], [-2.599, 1.426, -3.598], [-0.386, -1.909, -3.100], [-6.632, 3.318, 4.001], [3.033, -0.146, -5.640], [-2.416, -3.034, -3.322], [-8.032, 5.176, 2.106], [1.559, -1.668, 8.318], [5.038, -1.255, -0.793], [7.169, -5.232, -9.476], [-8.515, 2.675, 5.012], [-3.491, -6.329, -8.235], [-0.637, -5.613, 0.624], [-2.037, 5.385, 0.775], [-7.923, 3.458, 1.680], [-1.264, 3.630, -0.201], [-6.932, 0.584, 3.261], [3.866, -5.958, -0.677], [0.321, -2.658, -3.457], [6.056, -2.000, -4.908], [2.990, -0.979, 8.555], [7.706, -4.586, -7.931], [2.316, 4.817, 5.717], [-0.083, -2.743, 2.834], [6.837, -4.714, -8.576], [-3.141, -4.599, -7.773], [5.366, -5.069, -6.767], [2.061, 1.059, 6.832], [6.365, -1.501, -2.741], [6.406, -3.734, -8.781], [3.565, -2.330, -5.988], [4.486, -2.175, 0.104], [4.351, -2.022, -2.652], [-3.718, 4.837, -0.254], [-0.524, 5.197, -3.866], [2.681, -6.793, -2.971], [0.238, 2.451, 6.407], [5.279, 0.135, 3.503], [-6.690, 1.181, 4.141], [3.827, 3.169, 4.220], [-3.035, -7.440, -5.095], [0.642, -2.258, 6.237], [-3.362, -3.367, -2.897], [-10.038, 1.413, 2.682], [3.966, -5.519, -6.494], [-0.342, 3.153, -4.625], [2.249, 2.497, 4.513], [0.309, 0.686, -0.499], [2.717, 1.986, 2.192], [0.445, -1.127, -2.101], [-3.510, -8.890, -3.151], [5.761, -5.592, -8.072], [5.560, -4.002, -6.658], [-0.234, 1.423, 1.395], [-5.269, 5.727, 5.825], [-1.196, 5.433, -1.630], [2.897, -0.912, 0.343], [-1.425, -3.370, 0.999], [-1.916, 1.109, 5.717], [-2.529, 0.367, 2.003], [-1.204, 4.718, -0.191], [2.803, 2.654, -3.579], [1.574, 6.104, 6.139], [3.981, 0.091, -4.206], [-1.642, 7.070, 6.539], [-7.921, 4.169, 2.507], [1.847, 6.525, 7.106], [-9.074, 3.805, 3.359], [0.725, -1.888, -1.373], [0.335, -6.133, 2.663], [5.618, -0.817, 3.909], [-0.135, -4.984, 1.359], [-1.073, -4.971, -8.364], [1.295, -1.036, 5.011], [-2.010, 0.728, 0.785], [2.110, 0.410, -5.476], [-10.050, 2.589, 4.784], [-0.328, -0.341, 1.291], [-3.107, 1.922, -2.771]], "mulliken_charge": [-0.38, 0.45, -0.48, 0.25, 0.54, 0.38, -0.21, -0.69, -0.19, 0.29, 1.18, -0.18, 0.19, -0.06, 0.24, 0.67, 0.44, -0.43, 0.33, 0.53, -0.05, -0.47, -0.72, 0.00, -0.59, 0.30, 0.38, -0.32, 0.27, 0.19, 0.47, -0.16, 0.39, -0.54, 0.34, 0.42, -0.17, -0.72, -0.26, 0.59, -0.52, 0.26, 0.37, -0.49, -0.21, -0.01, 0.45, 0.47, -0.54, 0.18, 0.08, 0.22, -0.24, -0.02, 0.39, -0.42, -0.07, -0.84, 0.53, -0.73, -0.18, 0.14, 0.35, -0.92, 0.11, 0.31, 0.26, -0.49, -0.66, 0.37, -0.34, 0.20, 0.08, 0.11, -0.60, 0.36, -0.28, 0.15, -0.07, 0.36, -0.35, -0.24, -0.52, 0.50, -0.11, -0.38, -0.24, -0.25, 0.17, 0.18, 0.36, 0.25, -0.08, 0.36, -0.42, 0.02, -0.05, 0.34, -0.28, -0.08, 0.37, 0.18, -0.38, -0.73, 0.51, -0.49, 0.58, -0.02, -0.51, 0.39, 0.16, -0.44, 0.18, 0.40, 0.31, -0.12, 0.43, 0.30, -0.34, 0.33, 0.28, -0.52, 0.45, 0.30, -0.49, -0.29, -0.39, -0.57, 0.37, 0.38, -0.38, 0.28, 0.30, -0.21, 0.40, -0.48, 0.30, -0.38, -0.44, 0.40, 0.34, 0.14, 0.37, 0.30, 0.10, 0.02, -0.73, -0.25, -0.09, 0.03, -0.51, 0.31, -0.06, -0.48, 0.07, 0.25, -0.62, 0.30, -0.54, -0.80, 0.29, 0.48, 0.30, 0.35, 0.38, 0.32, -0.49, 0.02, 0.07, -0.14, 0.04, -0.48, 0.30, -0.43, 0.02, 0.46, 0.31, -0.91, -0.47, -0.02, 0.29, -0.21, 0.42, 0.42, -0.80, -0.14, 0.23, -0.53, 0.45, -0.44, 0.13, -0.21, 0.42, 0.29, 0.39, 0.03, -0.04, 0.25, 0.38, 0.00, 0.20], "max_force_ev_per_a": 4.6, "total_charge": 0, "smiles": "COCCOCCOC.COCCOCCOC.COCCOCCOC.COCCOCCOC.COCCOCCOC.COCCOCCOC.COCCOCCOC.ClCCCl.ClCCCl.ClCCCl.ClCCCl.ClCCCl", "e_homo_ev": -9.4}

| no. | Kohn-Sham gap (eV) | total energy (eV) |
| --- | --- | --- |
| 1 | 8.43 | -81089.421 |
| 2 | 9.66 | -224041.007 |